Record 1
C39H63AlBr2ClN2O6P as an isolated structure in a non-equilibrium geometry. Source: the Open Molecules 2025 dataset; level of theory: ωB97M-V/def2-TZVPD.

Each line ends with the Löwdin charge.
Atoms and positions in Å:
C  -4.86368  3.01615  1.10038  -0.145
C  -3.53091  3.90449  1.38931  -0.226
C  -2.42672  3.79349  0.22468  -0.228
C  -0.91861  3.93096  0.76266  -0.176
C  -0.29900  2.44245  0.88561  -0.171
C  0.75725  2.09225  -0.31651  -0.166
C  0.00569  1.19886  -1.40515  -0.085
C  -0.29806  -0.33672  -1.18042  -0.024
C  0.19400  -1.04939  0.15626  -0.148
C  -0.91001  -1.13101  1.31990  -0.199
C  -0.08754  -1.31827  2.71829  -0.185
C  0.61549  -2.76469  2.83769  -0.271
N  -0.33047  -3.75353  3.48697  -0.029
C  -1.07552  -1.05206  -2.30883  0.026
C  -1.52633  -0.36738  -3.65171  0.062
C  -1.22593  1.14321  -3.87675  0.013
C  -1.72583  1.79097  -5.23533  -0.540
O  -1.01651  2.08666  -6.22720  0.108
O  -3.10482  2.01392  -5.32192  0.023
C  -0.47712  1.90074  -2.72562  -0.222
P  -0.18231  3.77975  -3.02376  0.658
O  0.75849  3.99604  -4.43372  -0.352
Cl  -2.10774  4.61496  -3.46108  0.232
C  -2.29750  -1.26647  -4.75338  -0.212
O  -2.12018  -1.16619  -5.98405  0.107
C  -3.30005  -2.36307  -4.11838  -0.103
C  -4.64729  -2.67442  -4.91021  -0.581
Br  -6.30807  -2.38390  -3.85531  0.706
C  -4.69263  -4.14982  -5.60471  -0.676
C  -3.29928  -4.95763  -5.51161  -0.132
Br  -6.25819  -5.27107  -4.99431  0.596
C  -2.89844  -2.97057  -2.89083  -0.083
C  -3.82209  -4.02949  -2.13736  -0.135
C  -4.68282  -3.30778  -0.98084  -0.188
C  -4.51377  -1.71524  -0.90779  -0.196
C  -5.56617  -1.02924  0.13897  -0.351
C  -7.06013  -1.14571  -0.42974  -0.088
C  -1.49346  -2.60752  -2.17935  -0.217
O  -0.77403  -3.46191  -1.61047  0.062
H  -5.28778  2.65096  2.10526  0.046
H  -4.65938  2.09543  0.45335  0.024
H  -5.68537  3.64772  0.59699  0.096
H  -3.09049  3.56470  2.40035  0.109
H  -3.89879  4.99480  1.42822  0.121
H  -2.62390  4.64253  -0.51758  0.086
H  -2.63043  2.81521  -0.35300  0.100
H  -0.28068  4.52120  0.02499  0.089
H  -0.91962  4.41088  1.81135  0.120
H  -1.17329  1.71690  0.76200  0.075
H  0.27776  2.26081  1.85847  0.102
H  1.64555  1.46516  0.06051  0.083
H  1.14971  3.08861  -0.70602  0.080
H  0.56701  -2.13003  -0.01536  0.112
H  1.10903  -0.49774  0.60221  0.100
H  -1.53366  -0.18428  1.45689  0.056
H  -1.59562  -2.04764  1.23909  0.109
H  0.77836  -0.54649  2.74205  0.088
H  -0.73275  -1.10539  3.63406  0.112
H  1.53562  -2.70694  3.53601  0.111
H  0.99379  -3.16269  1.82932  0.109
H  -0.53342  -4.43359  2.73328  0.068
H  0.12315  -4.24012  4.27104  0.069
H  0.12634  4.32617  -5.11897  0.047
H  -4.69168  -1.91732  -5.78228  0.117
H  -4.88687  -3.99695  -6.73342  0.106
H  -3.34781  -5.76129  -6.34029  0.098
H  -3.21998  -5.44938  -4.48712  0.072
H  -2.39079  -4.30424  -5.78449  0.098
H  -4.46878  -4.66081  -2.83052  0.068
H  -3.10839  -4.77161  -1.60881  0.130
H  -5.77452  -3.65612  -1.10095  0.101
H  -4.34817  -3.71744  0.04919  0.124
H  -3.46565  -1.46126  -0.48068  0.100
H  -4.68283  -1.16796  -1.89719  0.096
H  -5.29879  0.10561  0.12119  0.068
H  -5.42823  -1.40384  1.22104  -0.119
H  -7.23742  -0.46585  -1.34777  0.102
H  -7.32778  -2.20787  -0.79725  0.081
H  -7.84753  -0.88527  0.35880  0.092
C  3.54253  1.23419  2.53788  -0.099
C  3.93135  -0.14072  3.06276  -0.221
C  5.40216  -0.54342  2.94108  -0.099
N  5.97182  -0.65724  1.52236  -0.231
C  5.02061  -1.38588  0.60347  0.023
C  6.37998  0.69697  0.93683  -0.089
C  7.77087  0.93874  1.47726  -0.152
C  8.42656  -0.42105  1.36790  -0.144
C  7.31385  -1.44002  1.58354  -0.070
H  3.56274  1.27234  1.44645  0.053
H  2.51957  1.47272  2.84176  0.071
H  4.19735  2.01178  2.93851  0.070
H  3.28792  -0.89948  2.60638  0.085
H  3.68907  -0.15999  4.13115  0.131
H  5.50133  -1.53703  3.38745  0.134
H  6.04501  0.13946  3.50197  0.139
H  4.12463  -0.78026  0.46561  0.094
H  4.77765  -2.34859  1.05668  0.120
H  5.50855  -1.53236  -0.36083  0.114
H  6.39132  0.59892  -0.15177  0.146
H  5.67757  1.47326  1.22876  0.113
H  7.73535  1.26621  2.52026  0.118
H  8.30488  1.70266  0.91013  0.134
H  9.23511  -0.54380  2.09131  0.129
H  8.86147  -0.55297  0.37297  0.128
H  7.39060  -1.94412  2.54724  0.131
H  7.31646  -2.18898  0.78911  0.132
Al  -4.60861  -0.36378  2.29211  1.035
C  5.47925  4.95088  4.65577  -0.037
C  3.99077  4.98364  5.09594  -0.389
O  3.39601  3.95576  4.52151  0.015
H  5.58482  5.04274  3.57108  0.081
H  6.01430  5.79011  5.11080  0.095
H  5.97758  4.03109  4.97510  0.078
H  3.63782  5.99854  4.84488  0.128
H  4.01614  5.02330  6.19827  0.127

Strongest force on any atom = 0.11300 hartree/bohr
LUMO level = -9.972 eV
Frontier orbital gap = 1.28 eV
Total charge = +2
HOMO = -11.25 eV


Record 2
A 3-piece molecular cluster, C4H14NO2 overall in a non-equilibrium geometry. Source: the Open Molecules 2025 dataset; level of theory: ωB97M-V/def2-TZVPD.

Each line ends with the Mulliken spin population.
Atoms and positions in Å:
C  2.08651  0.38584  2.02584  0.215
C  0.63475  0.28724  1.66131  0.196
C  0.27929  0.99439  0.38233  0.054
C  -0.84806  0.20140  -1.62619  0.022
N  -0.87535  0.46954  -0.35390  0.016
H  2.29363  0.04957  3.05116  0.014
H  2.67545  -0.18057  1.26248  0.108
H  2.53059  1.40312  2.08250  0.053
H  0.16579  -0.71342  1.71872  0.066
H  0.19937  0.76140  2.60317  0.165
H  0.05067  2.05513  0.61516  0.060
H  1.11816  1.04425  -0.31970  0.026
H  0.08661  -0.16720  -2.06292  0.005
H  -1.75801  0.35803  -2.20890  0.000
H  -1.68988  0.19467  0.24071  -0.002
H  -3.70369  -1.29902  0.18658  0.000
H  -3.51331  -0.79965  1.58598  0.000
O  -3.23151  -0.60448  0.68048  0.001
H  0.89108  -0.96238  -4.35849  0.000
H  1.59896  -2.11089  -3.67659  0.000
O  1.00896  -1.36696  -3.48973  0.002

Strongest force on any atom = 0.02958 hartree/bohr
LUMO level (spin up / spin down) = -9.114 / -14.702 eV
⟨S²⟩ = 0.75
Frontier orbital gap (spin up / spin down) = 9.02 / 3.41 eV
Total charge = +2
Energy above the lowest of the compared OMol25 structures with the same formula, charge and spin = 57.1 kcal/mol
Multiplicity = 2
HOMO (spin up / spin down) = -18.13 / -18.11 eV


Record 3
C3H9NP2 as an isolated structure in a non-equilibrium geometry. Source: the Open Molecules 2025 dataset; level of theory: ωB97M-V/def2-TZVPD.

Each line ends with the natural charge from an NBO analysis.
Atoms and positions in Å:
C  2.24150  1.08416  -0.41800  -1.168
C  -2.71244  0.63790  -0.26940  -0.991
C  0.66669  -1.36191  -0.46547  -1.051
N  -0.33398  0.21968  1.19781  -1.302
P  1.32851  -0.07539  0.39435  1.437
P  -1.49251  -0.43708  0.13475  1.274
H  2.67612  1.87483  0.23477  0.237
H  1.75870  1.56523  -1.40918  0.237
H  -3.55858  0.09605  -0.34643  0.214
H  -2.55045  1.30973  -1.07113  0.238
H  1.12904  -1.51650  -1.41919  0.265
H  0.46944  -2.06983  0.38794  0.255
H  -0.64247  0.99618  1.78327  0.413
H  2.02217  -0.56971  1.50084  -0.044
H  -1.92280  -1.55391  0.99912  -0.014

Strongest force on any atom = 0.07104 hartree/bohr
LUMO level = -0.404 eV
Frontier orbital gap = 7.22 eV
Energy above the lowest of the compared OMol25 structures with the same formula, charge and spin = 107.5 kcal/mol
HOMO = -7.63 eV


Look up the strongest force on any atom of the third one. 0.07104 hartree/bohr